Entry from the Open Molecules 2025 dataset: the molecule C3H5NOS2 at a distorted geometry (the ωB97M-V functional and the def2-TZVPD basis).

Summary:
E = -28396.097 eV
Gap between HOMO and LUMO (spin up / spin down) = 9.2 / 5.4 eV
Highest occupied orbital energy (spin up / spin down) = -9.0 / -6.4 eV
Energy above the lowest of the compared OMol25 structures with the same formula, charge and spin = 95.3 kcal/mol
Multiplicity = 1

Each atom is followed by the atoms it is bonded to, with distances in Å.
Cartesian coordinates (Å):
1 C 1.945 -0.059 0.334  N4 1.257, S6 1.554
2 C -0.480 -0.718 0.409  C3 1.486, N4 1.535, H8 1.143, H9 1.127
3 C -1.322 0.141 -0.463  C2 1.486, S7 1.794, H10 1.092, H11 1.218
4 N 0.971 -0.731 -0.092  C1 1.257, C2 1.535, H12 1.011
5 O 0.370 1.899 0.417  S7 1.461
6 S 3.422 0.406 0.209  C1 1.554
7 S -0.980 1.872 -0.141  C3 1.794, O5 1.461
8 H -0.340 -0.051 1.327  C2 1.143
9 H -0.764 -1.781 0.654  C2 1.127
10 H -1.247 0.073 -1.550  C3 1.092
11 H -2.474 0.054 -0.077  C3 1.218
12 H 0.901 -1.106 -1.028  N4 1.011